No. 1
Molecular formula: C25H27N7O8STi
Method: DFT, the ωB97M-V functional and the def2-TZVPD basis

Each line ends with the Mulliken charge.
Element x y z (Å)
Ti  -0.3059  -0.4026  0.3605  -1.300
O  2.9380  -0.1610  -2.1042  -0.847
C  2.1911  -0.3656  -1.1477  0.203
O  1.3205  0.4742  -0.6678  -0.450
C  2.1947  -1.6423  -0.3577  -0.036
C  3.0409  -2.7051  -0.4604  -0.333
C  2.9217  -3.7761  0.4523  -0.631
C  1.9326  -3.7013  1.4679  -0.308
C  1.0995  -2.6325  1.5081  0.280
N  1.2019  -1.6239  0.5894  0.815
C  -0.0154  -2.3585  2.4874  0.146
O  -0.2217  -3.0880  3.4547  -0.830
O  -0.6618  -1.2679  2.1989  -0.567
H  3.7971  -2.6899  -1.2354  0.478
H  3.5813  -4.6343  0.3872  0.364
H  1.8178  -4.4735  2.2181  0.481
C  -0.0619  -1.4985  -4.3484  -0.506
O  -0.1161  -0.0612  -4.3895  -0.561
C  -0.3773  0.5037  -3.1834  0.427
O  -0.6789  -0.1375  -2.2172  0.164
N  -0.2340  1.8540  -3.2723  -0.100
N  -0.1342  2.6283  -2.1086  -0.860
H  -0.0795  -1.8199  -5.3885  0.275
H  -0.9024  -1.9117  -3.7987  0.161
H  0.8611  -1.8209  -3.8677  0.209
H  0.3117  2.1794  -4.0436  0.286
H  -1.0648  2.7123  -1.7258  0.375
H  0.4284  2.0912  -1.4550  0.436
N  -7.0561  -1.1714  3.7011  -0.646
C  -6.2030  -0.6236  2.7174  1.073
C  -5.5842  -1.4559  1.7883  -0.611
C  -4.7586  -0.9310  0.8141  -0.079
C  -4.5597  0.4447  0.7562  -0.771
C  -5.1686  1.2873  1.6787  -0.161
C  -5.9948  0.7520  2.6508  -0.824
S  -3.4592  1.0652  -0.4731  1.597
O  -3.7808  2.4537  -0.6832  -0.801
O  -3.5575  0.1606  -1.5759  -0.747
N  -1.9894  0.9066  0.1783  -0.124
C  -1.5847  1.6636  1.2388  0.428
N  -2.3474  2.5183  1.9451  -0.441
C  -1.7783  3.1018  2.9748  -0.257
C  -0.4757  2.8652  3.3597  -0.970
C  0.2311  1.9544  2.5912  0.020
N  -0.2781  1.3802  1.5440  0.316
H  -6.8336  -2.1304  3.9129  0.233
H  -7.0745  -0.6276  4.5466  0.219
H  -5.7299  -2.5286  1.8519  0.216
H  -4.2255  -1.5707  0.1173  0.175
H  -4.9763  2.3540  1.6223  0.441
H  -6.4708  1.4014  3.3832  0.260
H  -2.4074  3.7927  3.5289  0.394
H  -0.0313  3.3458  4.2185  0.351
H  1.2506  1.6780  2.8234  0.494
C  -3.6507  -4.6591  -1.2652  -1.661
C  -2.4038  -4.5874  -0.3763  2.198
C  -2.7826  -4.9471  1.0716  -1.311
C  -1.3586  -5.5956  -0.8758  -1.763
C  -1.8257  -3.2323  -0.4061  -0.139
C  -1.3494  -2.1034  -0.3293  0.374
H  -4.0909  -5.6649  -1.2337  0.432
H  -3.3939  -4.4190  -2.2998  0.308
H  -4.4026  -3.9373  -0.9316  0.209
H  -3.1366  -5.9872  1.1352  0.415
H  -3.5729  -4.2820  1.4307  0.072
H  -1.9223  -4.8171  1.7333  0.268
H  -1.7473  -6.6210  -0.8105  0.425
H  -0.4484  -5.5190  -0.2757  0.270
H  -1.0936  -5.3843  -1.9160  0.346

Cartesian forces (eV/Å) of the 6 atoms listed first:
0.6 -0.5 -0.8
0.1 0.0 -0.1
-0.1 0.0 0.3
0.4 0.0 -0.2
-0.3 0.3 0.2
0.2 -0.4 0.1

The HOMO energy (spin up / spin down) comes out at 0.5 / -2.7 eV. The total energy comes out at -87127.8247 eV. As for the net charge: -2. As for the multiplicity: 3. The strongest force on any atom comes out at 1.624 eV Å⁻¹. The value obtained for the HOMO-LUMO gap (spin up / spin down) is 3.975 / 7.210 eV. The calculation puts the relative energy (zero: lowest compared OMol25 entry of this formula, charge and spin) at 78.2 kJ/mol.

=====

No. 2
Molecular formula: C25H27NO6S
Method: DFT, the ωB97M-V functional and the def2-TZVPD basis

Each line ends with the Mulliken charge.
Element x y z (Å)
C  3.0818  2.5866  2.7956  -0.598
C  2.3087  3.8064  2.3056  -0.519
O  0.9088  3.6004  2.2814  -0.480
C  0.3561  2.7726  1.3663  0.649
C  -1.0067  2.5111  1.5385  -0.913
C  -1.6782  1.6765  0.6756  -0.485
C  -1.0153  1.0658  -0.3855  0.010
C  -1.7320  0.0991  -1.2970  0.066
N  -2.6106  -0.7979  -0.5596  0.188
C  -2.1913  -1.4738  0.5379  0.245
O  -2.9251  -2.1803  1.2029  -0.661
C  -0.7477  -1.2964  0.9322  0.772
C  -0.4143  -0.8900  2.1722  -0.796
C  0.9734  -0.6854  2.5578  0.298
O  1.3214  -0.2475  3.6407  -0.732
C  1.9267  -1.0492  1.4931  0.336
C  3.3025  -0.9400  1.7074  -0.926
C  4.2052  -1.2675  0.7182  0.790
C  5.6820  -1.1531  0.9367  -1.645
C  3.7150  -1.7222  -0.5094  -0.692
C  2.3647  -1.8546  -0.7592  0.669
C  1.8434  -2.3418  -2.0760  -1.556
C  1.4635  -1.5081  0.2596  0.562
O  0.1358  -1.6366  -0.0187  -0.450
C  -4.0028  -0.9905  -0.9401  -0.380
C  -4.1520  -2.0066  -2.0945  -0.975
C  -3.8342  -1.3293  -3.4078  -0.658
S  -4.5570  0.3364  -3.1858  1.192
O  -3.6091  1.3459  -3.5811  -0.665
O  -5.8623  0.3934  -3.7767  -0.705
C  -4.7099  0.2827  -1.3582  -0.752
C  0.3255  1.3596  -0.5779  -0.557
C  1.0118  2.1996  0.2811  -0.334
H  4.1114  2.8664  3.0023  0.465
H  2.6252  2.2021  3.7042  0.249
H  3.0748  1.7907  2.0555  -0.037
H  2.4369  4.6344  3.0082  0.340
H  2.6681  4.1313  1.3202  0.306
H  -1.5115  2.9735  2.3712  0.430
H  -2.7250  1.4718  0.8475  0.279
H  -0.9923  -0.4846  -1.8570  -0.276
H  -2.3244  0.6633  -2.0194  0.504
H  -1.1861  -0.6640  2.8889  0.509
H  3.6292  -0.5967  2.6775  0.529
H  5.8966  -0.7335  1.9154  0.359
H  6.1499  -2.1344  0.8688  0.372
H  6.1318  -0.5178  0.1751  0.363
H  4.4180  -1.9828  -1.2879  0.446
H  1.3771  -1.5233  -2.6247  0.215
H  1.0892  -3.1113  -1.9224  0.321
H  2.6487  -2.7474  -2.6819  0.454
H  -4.4715  -1.4210  -0.0453  0.638
H  -3.5074  -2.8659  -1.9070  0.387
H  -5.1868  -2.3524  -2.1079  0.438
H  -2.7717  -1.2083  -3.5896  0.262
H  -4.3165  -1.7928  -4.2609  0.536
H  -5.7732  0.2373  -1.1452  0.419
H  -4.2807  1.1880  -0.9426  0.289
H  0.8569  0.9197  -1.4100  0.505
H  2.0556  2.3924  0.0917  0.400

Cartesian forces (eV/Å) of the 6 atoms listed first:
-0.3 0.2 -0.1
0.5 0.0 0.1
-0.3 0.0 0.0
-0.2 -0.1 -0.1
0.1 0.1 0.0
0.1 0.2 -0.1

The HOMO energy comes out at -8.5 eV. Its SMILES is CCOc1ccc(CN(C(=O)c2cc(=O)c3cc(C)cc(C)c3o2)[C@@H]2CCS(=O)(=O)C2)cc1. The total energy comes out at -50973.5284 eV. The strongest force on any atom comes out at 1.106 eV Å⁻¹. The value obtained for the HOMO-LUMO gap is 8.510 eV. The calculation puts the relative energy (zero: lowest compared OMol25 entry of this formula, charge and spin) at 169.9 kJ/mol.

=====

No. 3
Molecular formula: C25H27NO6S
Method: DFT, the ωB97M-V functional and the def2-TZVPD basis

Each line ends with the Mulliken charge.
Element x y z (Å)
C  -0.9376  4.1321  -0.0144  -1.532
C  0.1883  3.3972  0.7019  0.953
C  1.5416  3.6230  0.0125  -1.234
C  2.5608  2.7013  0.6085  0.717
C  3.3787  3.1802  1.5755  -0.577
C  4.3209  2.3638  2.3024  0.012
O  5.0766  2.7493  3.1605  -0.645
O  4.3253  1.0321  1.9860  -0.481
C  3.5461  0.5171  1.0120  -0.675
C  3.6973  -0.8477  0.7927  -1.011
C  2.9604  -1.4802  -0.1878  0.786
C  3.1328  -2.9464  -0.4356  -1.812
C  2.0778  -0.7260  -0.9565  -0.530
C  1.9294  0.6374  -0.7686  1.757
O  1.1249  1.3989  -1.5663  -0.346
C  0.4196  0.7857  -2.6230  -0.959
C  -0.7614  -0.0549  -2.1181  0.782
O  -1.0428  -1.1462  -2.5598  -0.641
N  -1.4232  0.5670  -1.1264  0.488
C  -2.5578  -0.0025  -0.4553  0.889
C  -2.4997  0.3071  1.0450  -1.317
S  -0.8944  -0.1413  1.7845  -0.058
C  -1.2311  -1.8705  2.2920  -1.274
C  -1.5573  -2.7348  1.1204  0.107
C  -2.8449  -3.2196  0.9269  -0.227
C  -3.1421  -3.9804  -0.1911  -0.734
C  -2.1585  -4.2582  -1.1240  -0.558
C  -0.8724  -3.7795  -0.9348  -0.365
C  -0.5733  -3.0222  0.1809  0.454
C  -3.8555  0.5713  -1.0166  0.075
O  -3.9292  1.5662  -1.6819  -0.571
O  -4.9113  -0.1534  -0.6472  -0.426
C  2.6495  1.3006  0.2580  0.373
H  -1.0269  3.8023  -1.0481  0.323
H  -0.7470  5.2030  -0.0204  0.404
H  -1.8897  3.9616  0.4843  0.373
H  0.2559  3.7463  1.7344  0.532
H  -0.0179  2.3251  0.7428  -0.775
H  1.4432  3.4507  -1.0565  0.190
H  1.8538  4.6569  0.1694  0.656
H  3.3500  4.2182  1.8680  0.452
H  4.4029  -1.3883  1.4027  0.521
H  4.1483  -3.1470  -0.7747  0.504
H  2.9762  -3.5111  0.4820  0.370
H  2.4390  -3.3024  -1.1921  0.250
H  1.5007  -1.2342  -1.7116  0.277
H  0.0231  1.6128  -3.2211  0.459
H  1.0693  0.1757  -3.2589  0.358
H  -1.1536  1.5067  -0.8727  -0.225
H  -2.5474  -1.0828  -0.6359  -0.271
H  -3.2898  -0.2196  1.5764  0.635
H  -2.6061  1.3811  1.2045  0.484
H  -0.3070  -2.1816  2.7792  0.447
H  -2.0384  -1.8445  3.0244  0.505
H  -3.6175  -3.0030  1.6520  0.373
H  -4.1466  -4.3503  -0.3343  0.403
H  -2.3937  -4.8427  -2.0002  0.386
H  -0.1075  -3.9919  -1.6653  0.325
H  0.4202  -2.6272  0.3307  0.256
H  -5.7308  0.2199  -1.0115  0.371

Cartesian forces (eV/Å) of the 6 atoms listed first:
0.1 -0.1 0.2
0.0 0.2 -0.2
-0.1 0.0 0.1
0.4 0.5 0.3
-0.3 -0.1 -0.4
0.3 0.4 0.4

The HOMO energy comes out at -8.6 eV. Its SMILES is CCCc1cc(=O)oc2cc(C)cc(OCC(=O)N[C@@H](CSCc3ccccc3)C(=O)O)c12. The total energy comes out at -50975.2744 eV. The strongest force on any atom comes out at 0.894 eV Å⁻¹. The value obtained for the HOMO-LUMO gap is 8.784 eV. The calculation puts the relative energy (zero: lowest compared OMol25 entry of this formula, charge and spin) at 1.4 kJ/mol.

=====

No. 4
Molecular formula: C25H27OTl
Method: DFT, the ωB97M-V functional and the def2-TZVPD basis

Each line ends with the Mulliken charge.
Element x y z (Å)
Tl  0.1630  0.2047  0.2248  0.049
C  1.4230  2.0592  2.1026  -0.400
C  2.3266  1.5077  1.1410  -0.771
C  2.0539  2.1325  -0.1287  -0.764
H  3.1202  0.7845  1.3353  0.502
C  0.9931  3.0662  0.0702  -0.346
C  0.5994  3.0093  1.4340  -0.457
H  -0.1820  3.6143  1.9008  0.349
H  1.4056  1.8133  3.1633  0.495
H  2.6411  2.0001  -1.0415  0.372
H  0.6259  3.7684  -0.6854  0.336
C  -1.8507  -0.7597  1.7361  -0.687
C  -2.0588  0.6033  2.1207  -0.508
C  -2.6174  1.2914  1.0031  -0.565
H  -1.8571  1.0217  3.1002  0.357
C  -2.7711  0.3664  -0.0628  0.069
C  -2.2596  -0.9007  0.3644  -0.920
H  -2.2927  -1.8368  -0.1992  0.434
H  -1.5127  -1.5683  2.3768  0.635
H  -2.9306  2.3345  0.9886  0.312
H  -3.2974  0.5465  -1.0067  0.244
O  -0.0515  0.8309  -1.8554  -0.285
C  -2.1948  1.7259  -3.7072  0.771
C  -1.0499  0.8741  -4.0429  -1.075
C  -1.9845  3.1298  -3.3545  -1.085
C  -3.5503  1.1689  -3.7546  -1.460
C  -0.5476  0.0008  -2.8581  -0.074
H  -0.2043  1.5029  -4.3597  0.332
H  -1.3114  0.1964  -4.8723  0.389
H  -1.3760  -0.6471  -2.5052  0.142
H  0.2602  -0.6676  -3.2190  0.163
H  -1.9063  3.7663  -4.2501  0.281
H  -1.0708  3.2775  -2.7625  0.065
H  -2.8340  3.5146  -2.7807  0.356
H  -3.9807  1.2248  -4.7661  0.372
H  -4.2176  1.7425  -3.1020  0.359
H  -3.5891  0.1148  -3.4487  0.327
C  2.5073  -3.1107  4.4908  -0.471
C  1.6690  -1.9845  4.4205  -0.898
C  1.2669  -1.4715  3.1951  0.070
C  1.6831  -2.0840  1.9876  0.600
C  1.3360  -1.5925  0.7100  -0.060
C  1.7658  -2.1592  -0.4498  -0.290
C  2.6211  -3.2897  -0.3721  -0.643
C  3.0047  -3.8211  0.8483  -1.025
C  2.5570  -3.2474  2.0632  0.847
C  2.9452  -3.7211  3.3302  -0.647
H  2.8170  -3.5013  5.4622  0.339
H  1.3386  -1.5051  5.3460  0.367
H  0.6384  -0.5745  3.1526  0.409
H  1.4811  -1.7518  -1.4268  0.163
H  2.9713  -3.7223  -1.3022  0.373
H  3.6742  -4.6910  0.8662  0.251
H  3.6098  -4.5863  3.3797  0.304

Cartesian forces (eV/Å) of the 6 atoms listed first:
-0.5 1.0 0.3
0.4 0.3 -0.6
0.0 1.1 -0.1
0.3 0.5 1.0
-0.3 0.1 0.0
0.6 0.1 0.4

The HOMO energy (spin up / spin down) comes out at -0.4 / 1.4 eV. The total energy comes out at -33097.6859 eV. As for the net charge: -2. The strongest force on any atom comes out at 1.807 eV Å⁻¹. The value obtained for the HOMO-LUMO gap (spin up / spin down) is 5.228 / 3.415 eV.

=====

What is the strongest force on any atom in the second record?
1.106 eV Å⁻¹

=====

Among the records above, which one has the lowest strongest force on any atom?
number 3